[1]
Entry from OMol25: the molecule C4H7NO (ωB97M-V with the def2-TZVPD basis set).

```
! wB97M-V def2-TZVPD RIJCOSX def2/J DEFGRID3
* xyz 0 1
O 0.444 -1.171 1.178
N 1.576 0.202 -1.142
C -0.303 -0.589 0.414
C 1.471 1.149 -0.101
C 0.228 0.325 -0.636
C -1.800 -0.730 0.502
H -0.497 0.659 -1.406
H -2.151 -1.513 -0.166
H 1.996 0.945 0.848
H 2.036 -0.641 -0.831
H -2.128 -1.007 1.497
H -2.322 0.174 0.209
H 1.450 2.195 -0.366
*
```

LUMO   1.1 eV
Energy above the lowest of the compared OMol25 structures with the same formula, charge and spin   2.022 eV
HOMO energy   -9.56 eV
SMILES   CC(=O)[C@H]1CN1

=====

[2]
Entry from OMol25: C4H7NO as an isolated structure (ωB97M-V with the def2-TZVPD basis set).

```
! wB97M-V def2-TZVPD RIJCOSX def2/J DEFGRID3
* xyz 0 1
O 0.650 0.753 1.600
N 0.538 -2.473 0.871
C -0.541 1.184 1.142
C -0.697 0.255 -0.851
C 0.590 -0.543 -0.910
C 0.579 -1.641 0.067
H -0.675 1.145 -1.476
H -1.191 0.448 0.453
H -0.392 2.154 0.660
H 0.509 -0.048 2.126
H -1.572 -0.357 -1.100
H 1.451 0.091 -0.675
H 0.750 -0.969 -1.908
*
```

LUMO   0.8 eV
Energy above the lowest of the compared OMol25 structures with the same formula, charge and spin   4.783 eV
HOMO energy   -8.27 eV

=====

[3]
Entry from OMol25: C4H7NO as an isolated structure (ωB97M-V with the def2-TZVPD basis set).

```
! wB97M-V def2-TZVPD RIJCOSX def2/J DEFGRID3
* xyz 0 1
O 0.927 -1.953 -0.245
N 1.430 -0.181 1.188
C -1.438 -0.227 -0.921
C 0.744 1.083 1.371
C -0.083 0.271 -0.452
C 0.850 -0.799 0.106
H 1.580 -0.761 2.005
H 1.263 1.816 0.728
H -1.295 -0.874 -1.792
H 0.406 0.912 -1.190
H -2.085 0.607 -1.206
H -0.362 0.917 0.551
H -1.936 -0.813 -0.143
*
```

LUMO   0.1 eV
Energy above the lowest of the compared OMol25 structures with the same formula, charge and spin   4.496 eV
HOMO energy   -8.70 eV

=====

[4]
Entry from OMol25: the molecule C4H7NO (ωB97M-V with the def2-TZVPD basis set).

```
! wB97M-V def2-TZVPD RIJCOSX def2/J DEFGRID3
* xyz 0 1
O -1.265 -0.990 -0.668
N 1.337 0.079 2.294
C -0.820 0.801 -2.052
C -0.508 -0.112 -0.880
C 0.636 0.317 0.050
C 0.514 -0.236 1.306
H -0.373 -0.947 1.165
H 2.213 0.235 1.875
H 1.347 -0.645 3.043
H -1.447 1.665 -1.818
H -0.031 1.222 -2.583
H -1.305 0.177 -2.745
H 1.428 1.036 -0.196
*
```

LUMO   0.9 eV
Energy above the lowest of the compared OMol25 structures with the same formula, charge and spin   1.921 eV
HOMO energy   -8.62 eV
SMILES   CC(=O)/C=C/N

=====

[5]
Entry from OMol25: the molecule C4H7NO (ωB97M-V with the def2-TZVPD basis set).

```
! wB97M-V def2-TZVPD RIJCOSX def2/J DEFGRID3
* xyz 0 1
O 2.679 1.262 -0.015
N 0.684 0.252 0.059
C 0.331 0.037 -1.284
C -0.383 -0.670 -0.115
C 1.825 0.687 0.628
C -1.709 -0.272 0.527
H -0.146 -1.733 -0.006
H -0.090 0.903 -1.792
H 1.862 0.546 1.721
H 1.068 -0.513 -1.879
H -2.251 0.494 -0.034
H -2.373 -1.131 0.670
H -1.496 0.137 1.521
*
```

LUMO   0.9 eV
Energy above the lowest of the compared OMol25 structures with the same formula, charge and spin   2.077 eV
HOMO energy   -9.58 eV
SMILES   C[C@H]1CN1C=O

=====

[6]
Entry from OMol25: the molecule C4H7NO (ωB97M-V with the def2-TZVPD basis set).

```
! wB97M-V def2-TZVPD RIJCOSX def2/J DEFGRID3
* xyz 0 1
O -2.272 -0.699 0.278
N -0.341 0.841 -1.157
C -0.274 1.381 0.184
C -1.099 -0.993 0.345
C 0.006 -0.065 -0.053
C 1.416 -0.608 -0.005
H 2.045 -0.053 -0.705
H 1.448 -1.666 -0.291
H -1.320 0.684 -1.399
H -0.786 -2.003 0.678
H -1.204 1.629 0.691
H 0.567 2.045 0.378
H 1.842 -0.512 1.000
*
```

LUMO   0.8 eV
Energy above the lowest of the compared OMol25 structures with the same formula, charge and spin   1.862 eV
HOMO energy   -9.91 eV
SMILES   C[C@@]1(C=O)CN1

=====

[7]
Entry from OMol25: the molecule C4H7NO (ωB97M-V with the def2-TZVPD basis set).

```
! wB97M-V def2-TZVPD RIJCOSX def2/J DEFGRID3
* xyz 0 1
O 3.362 0.327 -0.171
N -0.153 0.503 -0.102
C 1.067 0.374 -0.869
C 2.270 0.833 -0.072
C -2.147 -0.516 0.798
C -0.812 -0.556 0.123
H 0.979 1.057 -1.727
H -0.447 -1.543 -0.208
H -2.886 -1.032 0.174
H 2.084 1.690 0.605
H 1.263 -0.637 -1.256
H -2.130 -1.023 1.770
H -2.450 0.523 0.935
*
```

LUMO   1.0 eV
Energy above the lowest of the compared OMol25 structures with the same formula, charge and spin   1.564 eV
HOMO energy   -9.73 eV
SMILES   C/C=N/CC=O

=====

[8]
Entry from OMol25: the molecule C4H7NO (ωB97M-V with the def2-TZVPD basis set).

```
! wB97M-V def2-TZVPD RIJCOSX def2/J DEFGRID3
* xyz 0 1
O -0.253 -1.744 0.934
N -0.692 0.346 1.155
C 0.342 1.306 0.871
C 1.123 0.156 0.268
C -0.906 -0.739 -1.188
C -0.235 -0.718 0.171
H 1.558 0.324 -0.718
H -0.374 -1.442 -1.837
H 1.795 -0.342 0.962
H -1.935 -1.088 -1.069
H -0.912 0.248 -1.663
H 0.739 1.848 1.733
H -0.001 2.018 0.103
*
```

LUMO (spin up / spin down)   -1.7 / -0.7 eV
Energy above the lowest of the compared OMol25 structures with the same formula, charge and spin   5.444 eV
HOMO energy (spin up / spin down)   -9.56 / -9.52 eV

=====

[9]
Entry from OMol25: the molecule C4H7NO (ωB97M-V with the def2-TZVPD basis set).

```
! wB97M-V def2-TZVPD RIJCOSX def2/J DEFGRID3
* xyz 0 1
O 0.394 1.655 -0.522
N -0.673 -1.481 2.622
C -0.063 -1.013 1.739
C 0.754 -0.519 0.625
C 0.015 -0.647 -0.729
C -0.814 0.629 -0.669
H 1.669 -1.095 0.637
H 0.721 -0.559 -1.555
H -1.580 0.432 0.134
H 1.054 0.608 0.628
H -0.533 -1.598 -0.880
H 0.412 2.634 -0.467
H -1.341 0.956 -1.552
*
```

LUMO   0.6 eV
Energy above the lowest of the compared OMol25 structures with the same formula, charge and spin   2.640 eV
HOMO energy   -10.46 eV
SMILES   N#CCCCO

=====

[10]
Entry from OMol25: the molecule C4H7NO (ωB97M-V with the def2-TZVPD basis set).

```
! wB97M-V def2-TZVPD RIJCOSX def2/J DEFGRID3
* xyz 0 1
O -0.088 0.392 2.436
N -0.406 -0.941 2.156
C 0.353 0.183 -0.946
C -0.918 0.478 -0.034
C -0.071 -0.087 1.133
C 1.164 -0.202 0.276
H 1.816 0.499 0.627
H 1.710 -1.212 0.183
H 0.637 1.078 -1.344
H -1.361 -1.086 2.337
H 0.088 -0.541 -1.770
H -1.787 -0.208 -0.340
H -1.095 1.552 -0.011
*
```

LUMO   1.1 eV
Energy above the lowest of the compared OMol25 structures with the same formula, charge and spin   4.472 eV
HOMO energy   -9.40 eV
SMILES   C1CC2(C1)NO2

=====

[11]
Entry from OMol25: a 2-piece molecular cluster, C4H7NO overall (ωB97M-V with the def2-TZVPD basis set).

```
! wB97M-V def2-TZVPD RIJCOSX def2/J DEFGRID3
* xyz 0 1
O 1.602 -0.033 0.943
N -1.223 1.598 -0.150
C 1.721 0.026 -0.411
C 0.990 -0.740 -1.216
C -1.662 0.606 0.425
C -2.184 -0.410 1.069
H 2.451 0.738 -0.797
H -1.785 -0.707 2.031
H -0.449 1.366 -0.778
H -3.009 -0.963 0.636
H 1.117 -0.680 -2.290
H 0.268 -1.441 -0.809
H 2.162 0.639 1.346
*
```

LUMO   0.7 eV
Energy above the lowest of the compared OMol25 structures with the same formula, charge and spin   2.887 eV
HOMO energy   -8.90 eV
SMILES   C=C=N.C=CO

=====

[12]
Entry from OMol25: C4H7NO as an isolated structure (ωB97M-V with the def2-TZVPD basis set).

```
! wB97M-V def2-TZVPD RIJCOSX def2/J DEFGRID3
* xyz 0 1
O -0.063 -1.179 -1.069
N 1.962 0.463 -0.417
C 0.934 0.180 0.506
C 0.179 -1.088 0.696
C -0.500 -0.223 -0.189
C -1.782 0.524 -0.259
H -0.068 -1.775 1.496
H -1.638 1.442 -0.831
H 1.785 -0.054 -1.275
H 0.994 0.766 1.425
H -2.542 -0.073 -0.765
H -2.142 0.781 0.738
H 2.881 0.236 -0.056
*
```

LUMO   0.7 eV
Energy above the lowest of the compared OMol25 structures with the same formula, charge and spin   4.810 eV
HOMO energy   -8.33 eV

=====

- Among the records above, which one has the highest energy above the lowest of the compared OMol25 structures with the same formula, charge and spin?
  number 8